Entry from OMol25: the ion C2H2O4P with charge -1 in a non-equilibrium geometry (the ωB97M-V functional and the def2-TZVPD basis).

Last columns: bonded neighbours and bond lengths (Å).
Element x y z (Å)
1 C 1.8714 0.0241 0.1837  C2 1.560, O3 1.229, O4 1.209
2 C 0.3633 0.3635 0.3934  C1 1.560, O5 1.200, O6 1.496
3 O 2.0237 0.0699 -1.0351  C1 1.229
4 O 2.6347 -0.0861 1.1150  C1 1.209
5 O -0.2336 1.3948 0.5322  C2 1.200
6 O -0.3569 -0.9270 0.1608  C2 1.496, P7 1.687
7 P -2.0282 -0.7965 -0.0241  O6 1.687, H8 1.452, H9 1.304
8 H -2.2056 0.6449 -0.0025  P7 1.452
9 H -2.0689 -0.6876 -1.3234  P7 1.304

Summary:
SMILES ... O=C([O-])C(=O)OP
Energy relative to the best compared isomer or geometry (same formula, charge and spin) ... 54.5 kcal/mol
HOMO energy ... -4.715 eV
Energy ... -719.78651 hartree
HOMO-LUMO gap ... 8.6749 eV
Charge ... -1